[1]
Formula: C10H12SSi
Source: OMol25
Level of theory: ωB97M-V with the def2-TZVPD basis set

Geometry as ORCA input:
```
! wB97M-V def2-TZVPD RIJCOSX def2/J DEFGRID3
* xyz 0 1
C 2.758 1.875 -0.171
C 3.541 0.784 -0.125
C 1.391 1.805 -0.131
C 2.907 -0.487 0.074
C 0.762 0.566 0.009
C 1.530 -0.581 0.073
C -0.746 -2.082 -0.202
C -1.668 -2.965 -0.431
C -2.120 0.671 -1.423
C -2.137 0.390 1.715
Si -1.135 0.222 0.042
S 0.928 -2.356 0.195
H 3.101 2.849 0.004
H 4.579 0.936 0.048
H 0.777 2.733 0.002
H 3.496 -1.370 0.420
H -1.310 -3.987 -0.404
H -2.695 -2.633 -0.592
H -2.709 -0.118 -1.810
H -2.830 1.390 -1.313
H -1.335 1.091 -2.014
H -3.031 -0.158 1.490
H -1.597 0.068 2.638
H -2.455 1.354 1.907
*
```

The value obtained for the LUMO energy is 0.65 eV. The calculation puts the energy above the lowest of the compared OMol25 structures with the same formula, charge and spin at 19.1 kcal/mol. The value obtained for the gap between HOMO and LUMO is 8.473 eV.

[2]
Formula: C10H13AlN2O6
Source: OMol25
Level of theory: ωB97M-V with the def2-TZVPD basis set

Geometry as ORCA input:
```
! wB97M-V def2-TZVPD RIJCOSX def2/J DEFGRID3
* xyz 2 1
O -2.171 -0.830 -2.065
C -1.117 -0.119 -2.466
Al -0.470 -1.701 -1.749
O -0.246 -0.490 -4.825
C -0.398 -0.699 -3.649
C -0.713 1.283 -2.065
O 0.163 1.330 -1.189
C -1.172 2.597 -2.734
O -0.309 3.456 -2.992
C 0.877 3.212 -4.863
O 1.914 3.621 -4.567
H -2.127 2.883 -2.906
C 1.776 -2.413 0.540
N 1.223 -1.392 1.431
C 2.092 -0.889 2.481
C 0.007 -0.906 1.132
O -0.505 -1.237 -0.005
N -0.751 -0.121 1.910
C -0.436 0.258 3.277
C -2.062 0.272 1.403
H 1.090 -3.269 0.459
H 2.722 -2.743 0.975
H 1.971 -2.008 -0.469
H 2.150 0.210 2.452
H 1.751 -1.231 3.470
H 3.085 -1.305 2.287
H 0.357 1.022 3.306
H -1.355 0.684 3.688
H -0.148 -0.620 3.872
H -1.966 0.963 0.557
H -2.651 -0.597 1.084
H -2.582 0.777 2.220
*
```

The value obtained for the LUMO energy (alpha / beta) is -11.23 / -11.82 eV. The calculation puts the energy above the lowest of the compared OMol25 structures with the same formula, charge and spin at 29.4 kcal/mol. The value obtained for the gap between HOMO and LUMO (alpha / beta) is 5.161 / 4.578 eV.

[3]
Formula: C10H13BrO
Source: OMol25
Level of theory: ωB97M-V with the def2-TZVPD basis set

Geometry as ORCA input:
```
! wB97M-V def2-TZVPD RIJCOSX def2/J DEFGRID3
* xyz 0 1
C -0.438 0.962 -1.386
C 0.102 -0.213 -1.665
C -1.766 -0.965 -0.124
C -1.220 1.387 -0.189
C -1.388 0.185 0.790
C -0.340 -1.295 -0.293
C -0.048 -0.553 0.991
C 0.863 -0.648 -2.830
C -0.243 -1.650 2.044
C 1.169 0.314 1.154
O -2.732 -1.456 -0.557
Br 0.423 -3.013 -0.655
H -0.227 1.749 -2.071
H -0.781 2.258 0.435
H -2.152 1.879 -0.421
H -1.991 0.638 1.583
H 1.375 -1.640 -2.880
H 1.688 0.078 -3.071
H 0.233 -0.744 -3.782
H -0.317 -1.105 3.053
H 0.680 -2.340 2.152
H -1.163 -2.159 1.788
H 1.164 1.137 1.891
H 1.474 0.903 0.177
H 2.000 -0.253 1.335
*
```

The value obtained for the LUMO energy is 0.65 eV. The calculation puts the energy above the lowest of the compared OMol25 structures with the same formula, charge and spin at 9.8 kcal/mol. The SMILES is CC1=CC[C@H]2C(=O)[C@]1(Br)C2(C)C. The value obtained for the gap between HOMO and LUMO is 9.752 eV.

[4]
Formula: C10H13ClN3O2
Source: OMol25
Level of theory: ωB97M-V with the def2-TZVPD basis set

Geometry as ORCA input:
```
! wB97M-V def2-TZVPD RIJCOSX def2/J DEFGRID3
* xyz 1 1
C 3.544 0.665 -0.929
C 2.906 0.084 -0.102
C 2.060 -0.301 1.054
N 1.410 -1.599 0.742
C 0.437 -1.293 -0.224
N 0.463 -1.796 -1.423
N -0.548 -0.369 0.136
C -1.441 -1.048 1.111
C -2.776 -1.379 0.438
C -3.051 -0.964 -0.836
C 0.066 0.881 0.645
C 0.324 1.845 -0.548
C -0.394 3.168 -0.300
O -1.419 3.470 -0.794
Cl 0.495 4.241 0.813
O 1.178 0.689 1.494
H 4.072 1.227 -1.663
H 2.747 -0.502 1.875
H 0.984 -2.001 1.573
H 0.573 -2.784 -1.623
H 0.381 -1.152 -2.203
H -1.066 -2.010 1.474
H -1.622 -0.419 1.989
H -3.535 -1.964 0.954
H -3.117 0.092 -1.105
H -3.185 -1.654 -1.667
H -0.704 1.357 1.249
H 1.371 2.084 -0.696
H -0.153 1.430 -1.434
*
```

The value obtained for the LUMO energy is -5.66 eV. The SMILES is C#C[C@@H]1NC(N)=[N+](CC=C)[C@H](CC(=O)Cl)O1. The value obtained for the gap between HOMO and LUMO is 6.029 eV.

[5]
Formula: C10H13CoF3NO2PS
Source: OMol25
Level of theory: ωB97M-V with the def2-TZVPD basis set

Geometry as ORCA input:
```
! wB97M-V def2-TZVPD RIJCOSX def2/J DEFGRID3
* xyz 1 5
Co 0.419 -0.251 -0.752
S 0.023 -2.705 0.327
C -1.550 -2.185 -0.124
C -2.770 -2.936 -0.011
C -3.970 -2.294 -0.330
C -3.947 -0.998 -0.788
C -2.728 -0.343 -0.981
N -1.567 -0.912 -0.652
H -2.671 -3.958 0.274
H -4.865 -2.867 -0.124
H -4.802 -0.402 -1.021
H -2.669 0.698 -1.325
C 0.691 2.750 1.228
P 0.994 0.930 1.216
C 2.748 0.643 1.716
C 0.018 0.440 2.628
H 1.004 3.077 2.235
H -0.351 2.878 1.080
H 1.271 3.229 0.462
H 2.904 0.921 2.726
H 3.409 1.146 1.051
H 2.942 -0.456 1.682
H 0.279 0.989 3.554
H 0.170 -0.647 2.807
H -1.023 0.525 2.367
F 3.513 -0.378 -3.528
C 2.830 0.188 -2.554
F 3.620 1.097 -1.969
F 2.605 -0.712 -1.527
C 1.503 0.742 -3.147
O 1.398 0.883 -4.318
O 0.571 0.908 -2.204
*
```

The value obtained for the LUMO energy (alpha / beta) is -3.80 / -7.08 eV. The calculation puts the energy above the lowest of the compared OMol25 structures with the same formula, charge and spin at 3.6 kcal/mol. The value obtained for the gap between HOMO and LUMO (alpha / beta) is 9.002 / 6.256 eV.

[6]
Formula: C10H13F2NO7P2S3Sr
Source: OMol25
Level of theory: ωB97M-V with the def2-TZVPD basis set

Geometry as ORCA input:
```
! wB97M-V def2-TZVPD RIJCOSX def2/J DEFGRID3
* xyz -2 1
Sr 0.963 -1.842 -0.060
O 1.705 1.065 2.838
P 1.457 -0.495 3.361
O 1.172 -0.481 4.811
O 0.490 -1.009 2.322
O 2.928 -1.127 3.119
P 3.776 -1.595 1.671
O 3.101 -0.378 0.724
O 2.837 -2.925 1.407
O 3.529 -2.717 0.095
H 2.166 1.542 3.536
H 2.584 0.272 1.230
S 0.750 -1.304 -3.197
C 0.496 0.237 -2.532
N 0.344 0.508 -1.251
C 0.168 1.852 -1.007
C 0.001 2.411 0.261
C -0.185 3.777 0.367
C -0.207 4.593 -0.766
C -0.034 4.048 -2.029
C 0.156 2.677 -2.144
S 0.400 1.687 -3.551
H 0.041 1.774 1.136
H -0.314 4.219 1.348
H -0.357 5.661 -0.660
H -0.048 4.680 -2.909
C -2.499 -0.640 0.708
S -3.526 -0.163 -0.695
C -3.010 -1.438 -1.865
H -2.554 -1.715 0.884
H -2.855 -0.128 1.601
H -1.472 -0.328 0.537
H -1.925 -1.539 -1.908
H -3.364 -1.155 -2.855
H -3.419 -2.408 -1.589
F -1.301 -4.128 -1.871
C -0.526 -4.071 -0.669
F -1.509 -4.400 0.335
H 0.043 -5.020 -0.732
*
```

The value obtained for the LUMO energy is 4.28 eV. The calculation puts the energy above the lowest of the compared OMol25 structures with the same formula, charge and spin at 123.7 kcal/mol. The value obtained for the gap between HOMO and LUMO is 6.157 eV.